#P
This record from the Open Molecules 2025 dataset describes an isolated molecule of C22H25N3O5S. The level of theory is ωB97M-V/def2-TZVPD.

Properties
LUMO in eV: 0.4
SMILES: Cc1cc(NS(=O)(=O)c2ccc(NC(=O)COc3ccccc3C(C)(C)C)cc2)no1
HOMO-LUMO gap in eV: 9.3

Element x y z (Å)
C -4.9529 -3.7976 -0.0336
C -5.2617 -2.3834 0.2884
C -5.4580 -1.2860 -0.4965
C -5.7223 -0.2493 0.4398
N -5.6730 -0.7074 1.6686
O -5.3940 -2.0361 1.5803
N -6.0072 1.0595 0.1447
S -5.1007 1.8460 -1.0479
O -5.2327 1.1094 -2.2650
O -5.5179 3.2107 -0.9985
C -3.4418 1.6746 -0.4154
C -3.0002 2.5529 0.5551
C -1.7496 2.3837 1.1185
C -0.9472 1.3192 0.7060
C -1.4063 0.4424 -0.2800
C -2.6554 0.6209 -0.8401
H -3.0278 -0.0346 -1.6102
H -0.7788 -0.3758 -0.6027
N 0.3142 1.0846 1.2405
C 1.0102 1.8092 2.1577
O 0.6250 2.8065 2.7203
C 2.3834 1.1910 2.4528
O 2.8578 0.3353 1.4455
C 3.2792 0.8777 0.2459
C 3.1584 2.2332 -0.0269
C 3.5850 2.7504 -1.2373
C 4.1286 1.9061 -2.1819
C 4.2345 0.5516 -1.9125
C 3.8178 -0.0030 -0.7102
C 3.9345 -1.4983 -0.4358
C 4.8597 -1.7263 0.7672
H 4.9604 -2.7917 0.9618
H 5.8467 -1.3175 0.5615
H 4.4665 -1.2497 1.6587
C 4.5200 -2.2668 -1.6256
H 3.8907 -2.1703 -2.5075
H 5.5246 -1.9247 -1.8611
H 4.5806 -3.3232 -1.3718
C 2.5419 -2.0821 -0.1507
H 2.6033 -3.1658 -0.0800
H 1.8564 -1.8301 -0.9586
H 2.1457 -1.7069 0.7874
H 4.6576 -0.0801 -2.6746
H 4.4677 2.2921 -3.1308
H 3.4851 3.8073 -1.4299
H 2.7244 2.9036 0.6981
H 2.2764 0.5585 3.3415
H 3.0935 1.9912 2.6910
H 0.8008 0.2778 0.8641
H -1.3877 3.0614 1.8736
H -3.6386 3.3706 0.8490
H -6.2005 1.6335 0.9514
H -5.4449 -1.1925 -1.5600
H -4.8576 -3.9168 -1.1081
H -5.7475 -4.4454 0.3327
H -4.0260 -4.0991 0.4512



#Q
This record from the Open Molecules 2025 dataset describes an isolated molecule of C22H25N3O5S. The level of theory is ωB97M-V/def2-TZVPD.

Properties
LUMO in eV: 0.6
SMILES: COc1ccc(N(CC(=O)Nc2ccc(C)c(C)c2)S(=O)(=O)c2c(C)noc2C)cc1
HOMO-LUMO gap in eV: 8.9

Element x y z (Å)
C -0.0438 3.0277 5.7097
H 1.0305 3.2359 5.7068
O -0.5582 2.9470 4.4005
C -0.0837 1.9848 3.5710
C -0.6417 1.9560 2.2902
C -0.2228 1.0254 1.3642
C 0.7599 0.0996 1.6989
C 1.3148 0.1239 2.9688
C 0.8997 1.0565 3.9024
H 1.3534 1.0523 4.8803
H 2.0916 -0.5803 3.2224
N 1.2140 -0.8196 0.7107
S 2.7138 -0.4017 0.0772
O 3.1037 -1.4657 -0.8012
O 3.6347 0.0287 1.0863
C 2.2297 0.9913 -0.8922
C 1.7365 0.9629 -2.1719
O 1.4576 2.2159 -2.5478
N 1.7638 3.0744 -1.5398
C 2.2265 2.3738 -0.5411
C 2.6654 2.9765 0.7368
H 3.4031 2.3308 1.2058
H 1.8132 3.0741 1.4087
H 3.0765 3.9656 0.5555
C 1.5102 -0.1559 -3.1123
H 1.9924 -1.0473 -2.7202
H 1.9267 0.0948 -4.0860
H 0.4449 -0.3426 -3.2473
C 0.9407 -2.2253 0.9174
H 1.6773 -2.7812 0.3293
H 1.0329 -2.5274 1.9661
C -0.4564 -2.6233 0.4199
O -1.0433 -3.5779 0.8750
N -0.8920 -1.8068 -0.5668
C -2.1090 -1.8094 -1.2564
C -2.3856 -0.7318 -2.0932
C -3.5605 -0.6652 -2.8234
C -4.4916 -1.7033 -2.7146
C -4.2095 -2.7697 -1.8729
C -3.0354 -2.8379 -1.1463
H -2.8347 -3.6723 -0.4966
H -4.9260 -3.5731 -1.7823
C -5.7724 -1.6648 -3.4901
H -6.3559 -0.7831 -3.2262
H -5.5735 -1.6207 -4.5606
H -6.3710 -2.5485 -3.2861
C -3.8246 0.5078 -3.7171
H -4.7407 1.0165 -3.4196
H -3.0050 1.2208 -3.6765
H -3.9496 0.1815 -4.7491
H -1.6705 0.0781 -2.1692
H -0.2641 -1.0395 -0.7775
H -0.6630 1.0167 0.3789
H -1.4032 2.6792 2.0460
H -0.5698 3.8569 6.1799
H -0.2374 2.1103 6.2737



Most stable: #P (next structure +6.6 kJ/mol)



#P
This record from the Open Molecules 2025 dataset describes an isolated molecule of C7H8. The level of theory is ωB97M-V/def2-TZVPD.

Properties
LUMO in eV: 0.9
SMILES: C#CC1=CCCC1
HOMO-LUMO gap in eV: 9.5

Element x y z (Å)
C -0.3764 -0.8140 -2.8866
C -0.1297 -0.4716 -1.7467
C 0.1237 -0.1509 -0.4174
C 0.4754 -1.0198 0.5343
C 0.5513 -0.1896 1.8978
C -0.0848 1.1510 1.5898
C -0.5143 1.0860 0.1731
H -0.7205 -0.8131 -4.0252
H 0.8096 -2.1451 0.4561
H 1.8043 -0.3562 2.0848
H 0.0776 -0.7317 2.7967
H -1.0426 1.3687 2.1816
H 0.6482 2.0069 1.9581
H -1.6180 1.0571 0.0417
H -0.2290 2.0662 -0.3597



#Q
This record from the Open Molecules 2025 dataset describes a cluster of 2 separate species, C7H8 in total. The level of theory is ωB97M-V/def2-TZVPD.

Properties
LUMO in eV: 0.5
SMILES: C#CC=C.C=C=C
HOMO-LUMO gap in eV: 9.7

Element x y z (Å)
C 0.6009 -0.9841 -0.9596
C 1.3173 -0.0517 -0.6815
C -2.4833 -0.5334 0.3939
C -2.1486 0.1844 1.3654
C -2.6325 -1.3133 -0.6190
C 3.2908 1.0491 0.3709
C 2.0992 0.9954 -0.2600
H 0.0709 -1.4409 -1.7196
H -2.9129 0.5699 2.1160
H -1.1235 0.6304 1.4439
H -2.6658 -2.3893 -0.6898
H -2.6973 -0.7382 -1.5751
H 3.7979 1.9069 0.8189
H 3.7008 0.1355 0.7623
H 1.7861 1.9794 -0.7668



Most stable: #P (next structure +153.4 kJ/mol)



#P
This record from the Open Molecules 2025 dataset describes an isolated molecule of C7H8. The level of theory is ωB97M-V/def2-TZVPD.

Properties
LUMO in eV: -0.2
HOMO-LUMO gap in eV: 9.7

Element x y z (Å)
C 0.0421 -1.4080 0.6703
C -0.6453 -0.0387 0.5955
C 0.3601 1.1021 0.3071
C 1.3067 0.8686 -0.7907
C 2.1309 0.7128 -1.6560
C -1.6394 -0.3249 -1.5382
C -1.9047 0.0058 -0.3127
H 0.6187 -1.6325 -0.2349
H 0.7347 -1.4196 1.5208
H -0.6928 -2.2047 0.8156
H -1.0684 0.1734 1.5804
H -0.1954 2.0257 0.1096
H 0.9439 1.2634 1.2223
H 2.8719 0.5813 -2.4148
H -2.8629 0.2953 0.1256



#Q
This record from the Open Molecules 2025 dataset describes an isolated molecule of C7H8. The level of theory is ωB97M-V/def2-TZVPD.

Properties
LUMO (alpha / beta) in eV: -0.2 / -0.9
HOMO-LUMO gap (alpha / beta) in eV: 9.1 / 7.2

Element x y z (Å)
C -1.1109 -0.6842 -1.0413
C -0.3076 -0.0625 0.1071
C -1.1505 0.0554 1.3783
C 1.0186 -0.7655 0.2894
C 2.1648 -0.3659 -0.0285
C 0.2866 1.2824 -0.3507
C 1.5787 1.2490 -0.5040
H -0.4911 -0.7689 -1.9381
H -1.9683 -0.0447 -1.2730
H -1.4770 -1.6780 -0.7644
H -1.5283 -0.9260 1.6828
H -0.5725 0.4810 2.2035
H -2.0058 0.7106 1.1849
H 3.1982 -0.6029 -0.0891
H 2.3873 1.9265 -0.8217



Most stable: #P (next structure +95.9 kJ/mol)



#P
This record from the Open Molecules 2025 dataset describes an isolated molecule of C7H8. The level of theory is ωB97M-V/def2-TZVPD.

Properties
LUMO in eV: -0.2
HOMO-LUMO gap in eV: 8.3

Element x y z (Å)
C -0.1170 -1.5475 -0.5136
C -0.2643 -0.1004 -0.0794
C 0.2054 0.9910 -0.9371
C 1.0283 0.6920 0.3561
C 2.2780 0.0703 0.0711
C -1.4184 0.1636 0.7590
C -2.4081 0.3412 1.4269
H -1.0206 -1.8713 -1.0408
H 0.7516 -1.6603 -1.1628
H 0.0187 -2.1909 0.3612
H 0.8434 1.4100 1.1583
H 0.6922 0.7338 -1.8717
H -0.3142 1.9443 -0.9080
H 3.0326 0.4961 0.7670
H -3.2785 0.4986 2.0235



#Q
This record from the Open Molecules 2025 dataset describes an isolated molecule of C7H8. The level of theory is ωB97M-V/def2-TZVPD.

Properties
LUMO in eV: 0.8
SMILES: C#CCC1=C(C)C1
HOMO-LUMO gap in eV: 9.4

Element x y z (Å)
C 0.7084 -0.9331 -0.9010
C 1.0919 0.0164 0.1533
C -2.8937 -0.0599 -0.0139
C -3.9339 -0.3196 -0.5018
C -1.5753 0.1801 0.6028
C -0.1790 -0.3018 0.1198
C 2.1977 0.8588 0.6504
H 0.7250 -2.0567 -1.0295
H 0.6290 -0.6084 -1.9961
H -4.7295 -0.9132 -0.8220
H -1.3109 1.3123 0.7698
H -1.6814 -0.1585 1.6518
H 3.1174 0.3154 0.8966
H 1.7954 1.5418 1.4112
H 2.5572 1.5158 -0.1807



#R
This record from the Open Molecules 2025 dataset describes an isolated molecule of C7H8. The level of theory is ωB97M-V/def2-TZVPD.

Properties
LUMO in eV: 1.0
SMILES: Cc1ccccc1
HOMO-LUMO gap in eV: 9.7

Element x y z (Å)
C 0.2166 -1.9011 1.0951
C -0.5271 -0.5660 -0.9305
C 0.1755 -0.6368 0.2653
C 0.9169 0.4767 0.6598
C 0.6169 1.7034 0.0939
C -0.4936 1.8454 -0.7473
C -0.9520 0.6877 -1.3672
H -0.1057 -1.5969 2.0866
H -0.5594 -2.5845 0.7563
H 1.1992 -2.3689 1.1024
H -0.7586 -1.4087 -1.5615
H 1.5408 0.3141 1.5274
H 1.2933 2.5457 0.1080
H -1.0824 2.7516 -0.7760
H -1.4803 0.7385 -2.3124



#S
This record from the Open Molecules 2025 dataset describes an isolated molecule of C7H8. The level of theory is ωB97M-V/def2-TZVPD.

Properties
LUMO in eV: 0.6
SMILES: Cc1ccccc1
HOMO-LUMO gap in eV: 8.6

Element x y z (Å)
C 1.2239 -1.8993 -0.7059
C 0.4669 -0.6438 -0.2445
C 1.1309 0.3440 0.4245
C 0.3925 1.4149 0.7766
C -0.9054 1.5876 0.1929
C -1.6803 0.4307 0.0985
C -0.9591 -0.7425 -0.3890
H 2.3248 -1.7296 -0.9383
H 0.8169 -2.2051 -1.8240
H 1.1521 -2.6174 0.1622
H 1.9840 0.1132 0.9199
H 0.9338 2.0253 1.5614
H -1.0524 2.5936 -0.3094
H -2.7638 0.5287 0.3476
H -1.4122 -1.6590 -0.8379



Most stable: #R (next structure +214.3 kJ/mol)